1.
Computed, not measured: a structure of composition C34H51As2CaN5SSi2, with wB97M-V/def2-TZVPD.

Calculated values
- LUMO energy: -0.005 Ha
- Energy above the lowest of the compared OMol25 structures with the same formula, charge and spin: 4.47 kcal per mole
- Charge: 0
- Orbital gap: 6.53 eV

Positions of all 96 atoms, in Å:
Ca: 0.182 0.496 0.445
S: -3.953 -1.949 -0.873
C: -3.028 -2.044 -2.333
C: -3.347 -2.637 -3.554
C: -2.426 -2.555 -4.580
C: -1.206 -1.889 -4.399
C: -0.893 -1.305 -3.189
C: -1.812 -1.392 -2.142
N: -1.625 -0.850 -0.875
C: -2.664 -1.057 -0.106
C: -2.770 -0.606 1.303
C: -3.958 -0.824 2.009
C: -4.045 -0.422 3.329
C: -2.945 0.188 3.929
C: -1.778 0.397 3.203
C: -1.639 0.014 1.857
H: -4.292 -3.144 -3.698
H: -2.650 -3.006 -5.537
H: -0.501 -1.832 -5.218
H: 0.050 -0.790 -3.046
H: -4.816 -1.299 1.544
H: -4.959 -0.583 3.887
H: -3.007 0.503 4.965
H: -0.949 0.885 3.708
C: 4.445 4.668 1.711
Si: 3.003 4.015 0.730
C: 3.517 3.873 -1.063
C: 1.677 5.342 0.818
As: 2.226 2.058 1.687
Si: 3.923 0.626 1.025
C: 3.563 -0.188 -0.637
C: 5.635 1.359 0.907
C: 4.030 -0.743 2.295
H: 4.854 5.573 1.249
H: 5.244 3.933 1.803
H: 4.108 4.915 2.721
H: 3.830 4.854 -1.437
H: 2.686 3.522 -1.682
H: 4.349 3.178 -1.200
H: 2.143 6.298 1.075
H: 0.925 5.122 1.581
H: 1.174 5.475 -0.142
H: 3.451 0.557 -1.429
H: 2.638 -0.777 -0.598
H: 4.365 -0.879 -0.920
H: 5.703 2.189 0.201
H: 6.333 0.581 0.582
H: 5.960 1.725 1.884
H: 3.073 -1.250 2.415
H: 4.295 -0.327 3.270
H: 4.786 -1.485 2.016
C: 2.076 -3.849 1.731
As: 0.815 -2.708 0.797
C: 1.203 -3.351 -1.010
C: -0.887 -3.661 1.108
C: -0.839 -5.151 0.951
C: -0.530 -5.981 2.027
C: -0.467 -7.358 1.870
C: -0.713 -7.932 0.630
C: -1.029 -7.117 -0.450
C: -1.092 -5.739 -0.288
H: 1.880 -4.891 1.481
H: 2.003 -3.701 2.807
H: 3.079 -3.571 1.411
H: 1.226 -4.441 -1.034
H: 2.173 -2.965 -1.320
H: 0.440 -2.998 -1.703
H: -1.577 -3.228 0.384
H: -1.226 -3.361 2.100
H: -0.340 -5.541 2.999
H: -0.229 -7.985 2.720
H: -0.666 -9.006 0.507
H: -1.231 -7.555 -1.419
H: -1.351 -5.108 -1.133
C: -2.410 2.002 -1.617
N: -3.172 3.172 -2.040
C: -2.259 4.110 -2.701
N: -1.162 4.529 -1.823
C: -0.432 3.335 -1.411
N: -1.295 2.358 -0.707
C: -1.888 3.053 0.472
N: -2.647 4.237 0.085
C: -3.707 3.823 -0.838
C: -1.750 5.150 -0.628
H: -2.000 1.499 -2.495
H: -3.076 1.314 -1.100
H: -2.821 4.992 -3.010
H: -1.843 3.633 -3.590
H: 0.383 3.608 -0.744
H: -0.011 2.852 -2.297
H: -1.077 3.344 1.145
H: -2.537 2.352 0.995
H: -4.278 4.703 -1.137
H: -4.375 3.129 -0.326
H: -0.952 5.459 0.045
H: -2.312 6.033 -0.934

---

2.
Computed, not measured: a cluster of 9 separate species, C17H25Cl10F3O12 in total in a non-equilibrium geometry, with wB97M-V/def2-TZVPD.

Calculated values
- LUMO energy: -0.001 Ha
- Energy above the lowest of the compared OMol25 structures with the same formula, charge and spin: 59.48 kcal per mole
- Charge: 0
- SMILES: O=C1OC[C@@H](F)O1.O=C1OC[C@@H](F)O1.O=C1OC[C@@H](F)O1.COC(=O)OC.ClCCl.ClCCl.ClCCl.ClCCl.ClCCl
- Orbital gap: 10.92 eV

Positions of all 67 atoms, in Å:
O: -11.260 -19.078 -20.320
C: -11.126 -18.889 -19.097
O: -11.561 -17.744 -18.467
C: -11.574 -17.897 -17.088
C: -10.787 -19.162 -16.888
F: -11.365 -19.958 -16.013
O: -10.749 -19.802 -18.153
H: -11.152 -17.042 -16.560
H: -12.588 -18.042 -16.716
H: -9.801 -18.926 -16.487
O: -15.363 -13.494 -11.179
C: -15.090 -14.504 -10.615
O: -14.708 -15.578 -11.276
C: -14.892 -16.685 -10.423
C: -14.907 -16.076 -9.031
F: -13.719 -16.083 -8.453
O: -15.267 -14.768 -9.337
H: -15.853 -17.170 -10.592
H: -14.075 -17.400 -10.518
H: -15.618 -16.474 -8.307
O: -22.336 -17.627 -26.550
C: -22.025 -17.562 -25.380
O: -22.894 -17.352 -24.409
C: -22.251 -16.763 -23.312
C: -20.814 -17.350 -23.531
F: -20.780 -18.355 -22.723
O: -20.762 -17.694 -24.879
H: -22.198 -15.682 -23.441
H: -22.796 -17.069 -22.420
H: -20.009 -16.674 -23.244
C: -20.192 -18.559 -14.966
O: -19.100 -17.805 -15.549
C: -19.424 -16.576 -16.082
O: -20.449 -15.899 -15.879
O: -18.359 -16.215 -16.880
C: -18.066 -14.913 -17.189
H: -20.111 -19.614 -15.228
H: -21.134 -18.295 -15.446
H: -20.271 -18.431 -13.886
H: -18.621 -14.621 -18.081
H: -16.995 -14.846 -17.383
H: -18.279 -14.249 -16.351
Cl: -17.648 -23.732 -18.651
C: -18.859 -24.945 -18.263
Cl: -20.307 -24.495 -19.065
H: -18.520 -25.899 -18.666
H: -18.842 -25.091 -17.183
Cl: -22.436 -8.385 -13.237
C: -21.158 -9.527 -13.764
Cl: -20.073 -8.797 -15.050
H: -20.552 -9.848 -12.916
H: -21.739 -10.346 -14.187
Cl: -23.385 -14.918 -10.080
C: -24.759 -15.746 -10.944
Cl: -25.812 -16.562 -9.830
H: -25.330 -14.991 -11.486
H: -24.399 -16.418 -11.723
Cl: -12.128 -12.002 -22.746
C: -12.932 -12.430 -24.226
Cl: -14.518 -13.180 -23.912
H: -13.098 -11.475 -24.724
H: -12.238 -13.134 -24.686
Cl: -19.909 -26.836 -11.446
C: -19.399 -28.523 -11.140
Cl: -19.390 -29.416 -12.641
H: -18.395 -28.566 -10.717
H: -20.104 -28.968 -10.437

---

3.
Computed, not measured: a cluster of 2 separate species, CF3NOS in total in a non-equilibrium geometry, with wB97M-V/def2-TZVPD.

Calculated values
- LUMO energy: -0.003 Ha
- Energy above the lowest of the compared OMol25 structures with the same formula, charge and spin: 22.77 kcal per mole
- Charge: 0
- Orbital gap: 11.58 eV

Positions of all 7 atoms, in Å:
C: 2.244 0.021 0.183
N: 1.133 -0.235 0.406
O: -1.476 -1.305 -0.361
F: 3.469 0.148 0.011
F: -2.949 0.357 0.444
F: -1.118 1.071 -0.955
S: -1.303 -0.056 0.272

---

4.
Computed, not measured: the molecule C11H9NO2S in a non-equilibrium geometry, with wB97M-V/def2-TZVPD.

Calculated values
- LUMO energy (alpha / beta): -0.009 / -0.009 Ha
- Energy above the lowest of the compared OMol25 structures with the same formula, charge and spin: 177.77 kcal per mole
- Charge: 0
- Orbital gap (alpha / beta): 7.51 / 7.51 eV

Positions of all 24 atoms, in Å:
C: 2.357 -2.107 -0.058
C: 1.760 -1.353 0.958
C: 2.906 -1.400 -1.121
C: 1.525 -0.035 0.839
C: 2.660 -0.062 -1.235
C: 1.999 0.619 -0.295
C: -2.507 1.143 -0.261
C: -1.661 2.029 0.549
C: -2.343 -0.255 -0.089
C: 0.545 2.499 -0.481
C: -3.569 0.348 0.442
N: -0.372 2.171 0.264
O: -2.202 -2.709 0.280
O: 1.703 2.029 -0.659
S: -1.567 -1.634 -0.472
H: 2.496 -3.189 0.003
H: 1.323 -1.723 1.812
H: 3.719 -1.631 -1.717
H: 0.991 0.500 1.600
H: 3.182 0.551 -2.030
H: -2.780 1.535 -1.206
H: -1.925 2.470 1.482
H: -3.727 0.146 1.550
H: -4.513 0.060 -0.156

---

5.
Computed, not measured: a cluster of 2 separate species, C8H16Si in total in a non-equilibrium geometry, with wB97M-V/def2-TZVPD.

Calculated values
- LUMO energy: 0.029 Ha
- Energy above the lowest of the compared OMol25 structures with the same formula, charge and spin: 131.38 kcal per mole
- Charge: 0
- SMILES: CC=[Si](CC)CC.C#C
- Orbital gap: 8.15 eV

Positions of all 25 atoms, in Å:
C: -1.102 -2.459 -2.324
C: -1.015 -0.988 -2.150
Si: -0.055 -0.061 -0.968
C: -0.156 1.959 -0.850
C: 1.182 2.645 -0.590
C: 0.894 -0.756 0.537
C: 0.530 -2.214 0.778
H: -0.396 -3.019 -1.815
H: -2.036 -2.682 -1.901
H: -1.299 -2.784 -3.343
H: -1.786 -0.386 -2.545
H: -0.574 2.244 -1.791
H: -0.975 2.169 -0.216
H: 1.817 2.265 -1.375
H: 0.946 3.688 -0.624
H: 1.607 2.542 0.320
H: 1.965 -0.746 0.320
H: 0.585 -0.242 1.467
H: -0.497 -2.309 0.690
H: 1.136 -3.035 0.337
H: 0.850 -2.494 1.799
C: -0.636 1.129 3.433
C: -0.351 2.234 3.659
H: -0.648 0.112 3.258
H: 0.014 3.188 3.893